A structure of composition C37H32BrF3N2O4PdSi at a distorted geometry. Source: the Open Molecules 2025 dataset; level of theory: ωB97M-V with the def2-TZVPD basis set.

Frontier orbital gap (alpha / beta): 6.88 / 6.89 eV
Strongest force on any atom: 2.0 eV/A
Spin multiplicity: 5
LUMO level (alpha / beta): 0.39 / -1.94 eV
Calculated total energy: -139606.158 eV
Energy relative to the best compared isomer or geometry (same formula, charge and spin): 0.0 kcal per mole
<S²>: 6.061

```
81
Properties=species:S:1:pos:R:3:forces:R:3
Pd -0.25119 -0.24690 -1.10669 0.67 0.91 -1.18
O -1.80575 -4.73435 0.81488 -0.03 -0.05 -0.11
C -0.65709 -4.76944 1.53904 0.17 -0.06 0.13
C -0.69878 -5.51159 2.71585 -0.11 0.02 -0.07
C 0.42167 -5.62433 3.51507 0.03 0.02 -0.03
C 1.59600 -4.97877 3.15566 0.08 0.00 0.05
C 1.63705 -4.23094 1.99217 -0.01 0.02 0.08
C 0.52760 -4.12153 1.16299 -0.08 0.08 -0.14
C 0.55190 -3.38484 -0.16857 -0.07 -0.11 0.07
O -0.56399 -2.51656 -0.29760 -0.03 0.19 0.03
N 1.81263 -2.71945 -0.45122 0.24 -0.09 0.06
N 1.87698 -1.41868 -0.63306 -0.69 -0.01 -0.15
C 3.08540 -0.84281 -0.54877 0.59 0.31 -0.13
C 3.29202 0.49278 -0.66000 -0.53 -0.23 0.04
Br 1.77056 1.62323 -1.01567 0.27 -0.03 0.19
C 4.53865 1.21867 -0.52433 0.05 0.28 -0.23
C 5.50709 1.05164 0.46920 0.15 -0.06 0.33
C 6.71378 1.80370 0.39036 -0.13 -0.05 -0.07
C 7.72259 1.62917 1.30561 0.07 -0.03 0.10
C 7.58310 0.70630 2.34392 -0.07 0.02 -0.03
C 6.39202 -0.00674 2.47310 0.09 -0.01 0.09
C 5.36706 0.16249 1.57087 -0.09 0.09 -0.14
H -1.76096 -4.06478 0.12005 0.02 0.12 0.03
H -1.63476 -5.98930 2.97534 0.03 -0.02 0.01
H 0.38021 -6.21253 4.42227 -0.02 0.01 0.00
H 2.47538 -5.04914 3.78148 -0.01 0.00 0.00
H 2.55462 -3.70900 1.75292 -0.03 0.02 -0.03
H 0.38792 -4.11545 -0.96762 -0.09 0.07 -0.02
H 2.65137 -3.23528 -0.22229 0.05 0.00 0.01
H 3.96679 -1.46629 -0.38957 0.00 0.01 0.02
H 4.70719 2.00513 -1.25269 0.06 -0.10 -0.08
H 6.82646 2.51652 -0.41758 0.01 -0.01 -0.01
H 8.63006 2.21396 1.22707 0.00 -0.02 -0.04
H 8.38417 0.55801 3.05525 0.00 0.02 0.00
H 6.27024 -0.69302 3.30177 -0.03 0.01 -0.01
H 4.42700 -0.35232 1.71642 0.01 -0.06 -0.03
C -2.53693 -1.39768 2.11718 0.10 0.07 0.07
O -2.03257 -1.20895 0.78291 0.14 -0.37 -0.09
C -0.69399 -1.45992 0.64626 -0.69 -0.74 1.71
O 0.13882 -1.23577 1.49688 -0.08 -0.03 -0.18
H -3.56450 -1.04435 2.09710 0.01 0.03 -0.05
H -1.94382 -0.82912 2.83221 -0.02 0.01 0.00
H -2.51234 -2.45634 2.38234 0.01 -0.02 -0.04
F 1.08966 -0.45547 -3.84298 0.14 0.17 0.09
C 0.04175 -0.87410 -3.10234 -0.25 -0.27 -0.25
F -1.06385 -0.63586 -3.85316 -0.02 0.00 -0.06
F 0.15443 -2.24149 -3.06120 0.06 -0.05 -0.08
C -2.16062 3.97853 -5.03702 -0.02 -0.01 0.01
C -3.28057 3.82533 -4.23185 -0.05 0.04 -0.03
C -3.21296 3.04382 -3.08819 0.03 -0.02 0.05
C -2.02306 2.41068 -2.72323 0.08 -0.31 0.31
C -0.90768 2.57484 -3.54364 0.04 -0.03 0.00
C -0.97341 3.34873 -4.69275 0.03 0.05 -0.03
Si -1.97915 1.41167 -1.10877 -0.13 0.22 0.10
C -1.43943 2.58279 0.28005 -0.21 -0.18 -0.29
C -1.56863 2.21218 1.62082 0.01 0.00 -0.01
C -1.08804 3.02494 2.63491 -0.01 -0.03 0.05
C -0.46123 4.22487 2.32515 0.00 0.02 -0.02
C -0.32517 4.60853 0.99872 0.05 0.07 0.03
C -0.80886 3.79416 -0.01460 -0.06 -0.04 -0.02
C -3.71049 0.71831 -0.80142 0.38 0.19 0.03
C -4.58866 1.31966 0.09965 0.02 -0.01 -0.01
C -5.84786 0.77974 0.32908 -0.06 -0.01 0.03
C -6.24050 -0.37162 -0.33757 -0.02 0.02 0.02
C -5.37969 -0.97297 -1.24712 0.00 -0.04 -0.04
C -4.12489 -0.43119 -1.47538 -0.03 0.03 -0.04
H -2.21619 4.58140 -5.93469 0.00 0.00 0.00
H -4.21035 4.31267 -4.49856 0.00 -0.01 0.00
H -4.09306 2.92186 -2.46611 -0.03 0.02 -0.05
H 0.02533 2.07995 -3.29569 -0.02 0.00 -0.04
H -0.10012 3.45763 -5.32401 0.00 -0.01 0.01
H -2.05023 1.27243 1.86711 0.02 0.03 0.03
H -1.19699 2.72295 3.66948 0.00 0.00 -0.01
H -0.08160 4.85933 3.11607 0.00 0.00 0.00
H 0.15816 5.54631 0.75290 0.00 -0.01 0.00
H -0.70356 4.10290 -1.04955 0.00 0.03 0.02
H -4.28555 2.21936 0.62452 -0.02 -0.02 0.02
H -6.52482 1.25952 1.02551 0.01 -0.01 0.01
H -7.21778 -0.79955 -0.15217 0.00 0.01 -0.01
H -5.69116 -1.86444 -1.77748 0.01 0.00 0.01
H -3.45280 -0.90384 -2.18501 -0.02 -0.03 0.01
```
Forces are in eV/Å.